Entry from the Open Molecules 2025 dataset: 3 unconnected molecules or ions with the total composition C4H10 (ωB97M-V/def2-TZVPD).

Values from the calculation:
E_LUMO   -0.29 eV
HOMO level   -7.68 eV
E   -4304.8367 eV
Orbital gap   7.383 eV
Total charge   0
Relative energy (zero: lowest compared OMol25 entry of this formula, charge and spin)   533.1 kJ/mol

Geometry (Å):
C1 0.102 1.045 -0.983
C2 -1.517 0.060 0.601
C3 -0.348 0.748 0.298
C4 1.477 -1.600 0.139
H1 -1.396 2.091 -0.656
H2 0.408 -1.695 -0.147
H3 1.992 -0.812 -0.529
H4 -2.128 -0.275 -0.272
H5 -1.792 -0.212 1.650
H6 0.285 1.085 1.189
H7 1.495 -1.229 1.200
H8 0.937 1.740 -1.039
H9 2.030 -2.614 0.050
H10 -0.108 0.404 -1.775

Löwdin atomic charges, in units of e:
1. C -0.05
2. C -0.10
3. C -0.46
4. C -0.08
5. H 0.24
6. H 0.00
7. H 0.04
8. H 0.07
9. H 0.06
10. H 0.13
11. H 0.03
12. H 0.06
13. H 0.04
14. H 0.04